Version 1
Formula: C5H9O
Source: OMol25
Level of theory: the ωB97M-V functional and the def2-TZVPD basis

The net charge is -1. Its SMILES is C=CCCC[O-]. The orbital gap comes out at 6.7 eV. The value obtained for the LUMO energy is 0.1597 hartree.

Each line ends with the Löwdin charge.
Positions of all 15 atoms, in Å:
1 C -0.631 -0.463 1.585  -0.475
2 O -0.696 -1.574 0.776  -0.394
3 C -0.737 0.958 0.927  -0.211
4 C 0.072 1.159 -0.379  -0.234
5 C 0.599 -0.125 -0.987  -0.192
6 C 1.381 -0.090 -2.072  -0.071
7 H 0.428 -0.453 1.945  0.083
8 H -1.416 -0.537 2.348  0.072
9 H -1.785 1.163 0.683  0.087
10 H -0.258 1.589 1.648  0.069
11 H 0.906 1.834 -0.190  0.085
12 H -0.483 1.714 -1.144  0.092
13 H 0.225 -1.009 -0.378  0.046
14 H 1.699 0.935 -2.303  0.024
15 H 1.843 -0.854 -2.698  0.019

Version 2
Formula: C5H9O
Source: OMol25
Level of theory: the ωB97M-V functional and the def2-TZVPD basis

The net charge is -1. Its SMILES is C=CCCC[O-]. The orbital gap comes out at 6.3 eV. The value obtained for the LUMO energy is 0.1477 hartree.

Each line ends with the Löwdin charge.
Positions of all 15 atoms, in Å:
1 C -0.181 -1.491 1.592  -0.600
2 O -0.078 -1.186 2.898  -0.366
3 C 0.128 -0.307 0.678  -0.269
4 C -0.242 -0.359 -0.766  -0.249
5 C 0.582 0.724 -1.404  -0.207
6 C -0.036 1.921 -1.490  -0.068
7 H 0.432 -2.367 1.242  0.073
8 H -1.270 -1.817 1.318  0.088
9 H 1.172 -0.016 0.910  0.106
10 H -0.357 0.454 1.299  0.105
11 H 0.154 -1.237 -1.145  0.075
12 H -1.259 0.018 -0.967  0.116
13 H 1.713 0.715 -1.109  0.117
14 H -0.953 2.130 -2.098  0.051
15 H 0.195 2.818 -0.957  0.028

version 1 (138.4 kJ/mol below the next structure)

Version 1
Formula: CH6OS2
Source: OMol25
Level of theory: the ωB97M-V functional and the def2-TZVPD basis

The net charge is 0. The orbital gap comes out at 5.4 eV. The value obtained for the LUMO energy is -0.1327 hartree.

Each line ends with the Löwdin charge.
Positions of all 10 atoms, in Å:
1 C 0.760 0.724 1.425  -0.332
2 S 0.392 -0.964 1.421  0.703
3 S -1.558 -1.464 -1.501  0.283
4 H -0.273 -0.929 0.169  -0.238
5 H 1.778 1.015 1.169  0.047
6 H 0.083 1.184 2.071  -0.003
7 H -1.705 -2.672 -0.917  -0.289
8 H -0.110 0.643 -1.931  -0.036
9 H 0.375 1.106 -0.496  -0.068
10 O 0.258 1.358 -1.407  -0.068

Version 2
Formula: CH6OS2
Source: OMol25
Level of theory: the ωB97M-V functional and the def2-TZVPD basis

The net charge is 0. Its SMILES is CO.SS. The orbital gap comes out at 9.0 eV. The value obtained for the LUMO energy is -0.0018 hartree.

Each line ends with the Löwdin charge.
Positions of all 10 atoms, in Å:
1 S 1.924 -2.093 0.569  0.231
2 S 0.261 -0.798 0.694  0.214
3 H 2.525 -1.174 -0.192  -0.215
4 H 1.090 0.226 0.850  -0.225
5 C -2.285 2.219 -1.686  -0.178
6 O -2.042 3.060 -0.571  -0.109
7 H -2.026 2.701 -2.635  0.075
8 H -1.755 1.259 -1.690  0.068
9 H -3.325 1.903 -1.777  0.073
10 H -1.358 2.591 -0.078  0.066

Version 3
Formula: CH6OS2
Source: OMol25
Level of theory: the ωB97M-V functional and the def2-TZVPD basis

The net charge is 0. Its SMILES is CO.SS. The orbital gap comes out at 9.6 eV. The value obtained for the LUMO energy is 0.0146 hartree.

Each line ends with the Löwdin charge.
Positions of all 10 atoms, in Å:
1 S -0.904 -2.260 -2.149  0.219
2 S 1.001 -2.130 -1.306  0.241
3 H -1.031 -3.571 -1.880  -0.214
4 H 0.667 -1.389 -0.241  -0.240
5 C 0.166 1.789 1.150  -0.161
6 O -0.308 0.530 0.695  -0.144
7 H 0.688 1.614 2.102  0.081
8 H -0.597 2.567 1.260  0.079
9 H 0.996 2.170 0.539  0.077
10 H -0.679 0.680 -0.171  0.062

version 3 (40.1 kJ/mol below the next structure)

Version 1
Formula: C12H19N2
Source: OMol25
Level of theory: the ωB97M-V functional and the def2-TZVPD basis

The net charge is +1. The orbital gap comes out at 8.8 eV. The value obtained for the LUMO energy is -0.1197 hartree.

Each line ends with the Löwdin charge.
Positions of all 33 atoms, in Å:
1 C 3.230 0.684 0.313  -0.137
2 C -3.509 -0.134 -0.348  -0.071
3 C -2.999 1.415 -0.096  -0.016
4 C 2.520 -0.603 0.632  -0.158
5 C 0.190 -1.645 0.450  -0.043
6 C 2.022 1.744 0.232  -0.094
7 C -2.139 -0.741 -0.265  -0.098
8 C -1.277 -1.443 0.796  -0.150
9 C -1.756 -0.110 1.212  -0.070
10 C -1.557 1.078 0.352  -0.157
11 C 1.187 -0.528 -0.250  -0.331
12 C 1.602 -1.076 -1.659  0.000
13 N -0.392 1.443 -0.147  0.122
14 N 0.909 0.925 -0.314  -0.046
15 H 4.093 0.968 1.085  0.165
16 H 3.594 0.754 -0.707  0.100
17 H -4.236 -0.576 0.484  0.174
18 H -4.033 -0.223 -1.207  0.065
19 H -2.912 1.879 -1.016  0.084
20 H -3.653 2.104 0.526  0.153
21 H 3.042 -1.534 0.450  0.120
22 H 2.311 -0.595 1.747  0.137
23 H 0.682 -1.997 1.317  0.098
24 H 0.212 -2.480 -0.200  0.095
25 H 1.610 2.137 1.151  0.113
26 H 2.360 2.566 -0.320  0.093
27 H -1.462 -0.422 -1.017  0.140
28 H -1.807 -2.294 1.423  0.204
29 H -2.394 0.107 2.052  0.156
30 H 1.264 -0.400 -2.373  0.064
31 H 1.189 -2.052 -1.819  0.075
32 H 2.659 -1.127 -1.740  0.073
33 H -0.552 2.180 -0.742  0.140

Version 2
Formula: C12H19N2
Source: OMol25
Level of theory: the ωB97M-V functional and the def2-TZVPD basis

The net charge is +1. The orbital gap (spin up / spin down) comes out at 6.4 / 6.4 eV. The value obtained for the LUMO energy (spin up / spin down) is -0.1238 / -0.1238 hartree.

Each line ends with the Löwdin charge.
Positions of all 33 atoms, in Å:
1 C -3.392 -1.318 0.221  -0.063
2 C -2.514 -2.439 0.064  -0.083
3 C -2.846 -0.084 0.340  -0.057
4 C -1.172 -2.242 -0.070  -0.050
5 C -1.475 0.204 0.091  -0.142
6 C -0.612 -0.974 -0.196  -0.219
7 C -1.046 1.514 -0.074  -0.286
8 C 1.575 -0.576 0.617  -0.281
9 C 0.261 1.733 -0.727  -0.050
10 C 3.060 -0.447 0.318  -0.001
11 C 0.995 -0.021 1.844  -0.017
12 C 1.385 -1.625 -1.459  -0.014
13 N 0.744 -0.971 -0.316  -0.084
14 N -2.071 2.644 -0.046  0.204
15 H -4.382 -1.567 0.324  0.085
16 H -3.004 -3.463 0.088  0.129
17 H -3.644 0.623 0.539  0.102
18 H -0.409 -3.141 -0.133  0.165
19 H 0.200 1.319 -1.642  0.057
20 H 1.081 1.420 -0.237  0.010
21 H 0.359 2.874 -0.895  0.131
22 H 3.353 0.460 -0.326  0.138
23 H 3.379 -1.275 -0.140  0.014
24 H 3.656 -0.391 1.344  0.142
25 H 0.224 -0.742 1.990  0.085
26 H 0.613 1.072 1.922  0.131
27 H 1.814 -0.034 2.716  0.142
28 H 0.641 -1.855 -2.340  0.157
29 H 2.288 -1.237 -1.901  0.086
30 H 1.836 -2.570 -1.196  0.096
31 H -2.699 2.614 -0.915  0.196
32 H -1.453 3.368 -0.260  0.110
33 H -2.634 2.482 0.813  0.171

version 2 (180.9 kJ/mol below the next structure)

Version 1
Formula: C11H17N5O4
Source: OMol25
Level of theory: the ωB97M-V functional and the def2-TZVPD basis

The net charge is 0. Its SMILES is NC(=O)CC[C@H](N)C(=O)N[C@@H](Cc1c[nH]cn1)C(=O)O. The orbital gap comes out at 9.5 eV. The value obtained for the LUMO energy is 0.0113 hartree.

Each line ends with the Löwdin charge.
Positions of all 37 atoms, in Å:
1 C 0.597 -0.438 2.442  -0.279
2 C -0.083 -0.347 0.967  -0.389
3 C 0.697 1.035 2.928  -0.182
4 C 1.691 1.330 4.111  -0.123
5 C 1.666 2.673 4.799  -0.468
6 C -0.194 -1.228 -1.335  -0.208
7 C 0.854 -0.174 -1.920  -0.501
8 C -1.670 -0.904 -1.620  -0.090
9 C -2.186 -1.222 -3.005  -0.242
10 C -3.274 -1.939 -3.445  -0.019
11 C -1.849 -1.569 -5.104  -0.192
12 H 2.472 -0.606 1.698  0.102
13 H 2.326 -1.457 2.999  0.056
14 H -0.131 -1.063 3.055  0.158
15 H 0.949 1.723 2.132  0.100
16 H -0.371 1.285 3.084  0.115
17 H 1.340 0.561 4.957  0.160
18 H 2.713 0.995 3.971  0.108
19 H -0.004 3.564 3.379  0.198
20 H 0.960 4.569 4.589  0.087
21 H 0.684 -2.349 0.370  0.251
22 H 0.019 -2.317 -1.735  0.184
23 H -1.663 0.140 -1.702  0.096
24 H -2.280 -1.208 -0.768  0.133
25 H -4.031 -2.128 -2.754  0.104
26 H -1.554 -1.644 -6.087  0.117
27 H -3.674 -2.581 -5.409  0.172
28 H -0.146 0.120 -3.567  0.158
29 N 1.806 -1.217 2.190  0.035
30 N 0.853 3.647 4.166  0.103
31 N 0.070 -1.345 0.089  0.036
32 N -1.340 -1.009 -4.086  0.091
33 N -3.044 -2.028 -4.808  0.052
34 O -0.586 0.760 0.551  -0.010
35 O 2.483 2.865 5.797  -0.042
36 O 1.785 0.179 -1.206  0.064
37 O 0.878 0.291 -3.140  0.065

Version 2
Formula: C11H17N5O4
Source: OMol25
Level of theory: the ωB97M-V functional and the def2-TZVPD basis

The net charge is 0. Its SMILES is NC(=O)CC[C@H](NC(=O)[C@@H](N)Cc1c[nH]cn1)C(=O)O. The orbital gap comes out at 8.6 eV. The value obtained for the LUMO energy is 0.0122 hartree.

Each line ends with the Löwdin charge.
Positions of all 37 atoms, in Å:
1 C 1.629 1.960 -0.107  -0.303
2 C 0.148 1.684 -0.452  -0.473
3 C 2.453 0.669 -0.551  -0.067
4 C 2.347 0.237 -1.989  -0.291
5 C 1.380 -0.613 -2.484  -0.082
6 C 2.614 0.293 -4.086  -0.205
7 C -0.482 0.404 1.764  -0.190
8 C 0.272 -0.982 1.889  -0.494
9 C -1.952 0.054 2.290  -0.104
10 C -2.605 -1.151 1.613  -0.119
11 C -3.137 -0.931 0.161  -0.485
12 H 1.737 1.252 1.776  0.059
13 H 1.046 2.735 1.706  0.098
14 H 1.876 2.897 -0.652  0.153
15 H 1.963 -0.118 0.138  0.119
16 H 3.435 0.723 -0.133  0.103
17 H 0.764 -1.446 -2.026  0.148
18 H 3.128 0.306 -5.072  0.122
19 H 0.880 -0.848 -4.510  0.161
20 H -1.475 0.837 0.018  0.076
21 H -0.007 1.094 2.485  0.129
22 H -1.894 -0.160 3.401  0.134
23 H -2.696 0.888 2.232  0.136
24 H -3.461 -1.425 2.215  0.117
25 H -1.964 -1.990 1.606  0.078
26 H -3.747 -3.000 0.193  0.143
27 H -4.062 -2.220 -1.234  0.082
28 H 1.425 -1.632 3.210  0.133
29 N 1.836 2.189 1.292  0.028
30 N 3.139 0.825 -3.005  0.115
31 N 1.631 -0.657 -3.820  0.019
32 N -0.602 0.999 0.446  0.142
33 N -3.562 -2.118 -0.392  0.137
34 O -0.297 1.950 -1.535  0.090
35 O 0.185 -2.008 1.288  0.127
36 O -3.136 0.077 -0.514  0.062
37 O 1.193 -0.772 2.840  0.101

version 2 (187.7 kJ/mol below the next structure)